Record 1
{"formula": "C6H5EuO3", "method": "ωB97M-V/def2-TZVPD", "homo_ev": [-20.33, -20.34], "charge": 3, "multiplicity": 8, "s2": 15.758, "species": ["O", "C", "O", "C", "O", "Eu", "C", "C", "H", "H", "H", "C", "C", "H", "H"], "coordinates": [[0.953, 0.361, -0.356], [-0.185, 0.621, -0.228], [6.051, -0.027, 0.077], [7.189, -0.277, -0.032], [8.301, -0.520, -0.119], [3.634, 0.342, 0.113], [-1.455, 0.905, -0.177], [-2.451, 0.149, 0.643], [-1.760, 1.763, -0.784], [-3.281, 0.815, 0.946], [-2.088, -0.233, 1.609], [-2.958, -1.165, -0.062], [-4.065, -0.688, -0.379], [-2.812, -1.647, -1.163], [-5.075, -0.400, -0.089]]}



Record 2
{"formula": "C6H14Si", "method": "ωB97M-V/def2-TZVPD", "homo_ev": [-8.03, -7.03], "relative_energy_ev": 4.9118, "species": ["C", "C", "C", "C", "C", "C", "Si", "H", "H", "H", "H", "H", "H", "H", "H", "H", "H", "H", "H", "H", "H"], "coordinates": [[-1.071, 1.042, 0.318], [-2.083, 0.280, 0.082], [-3.448, 0.342, 0.723], [-1.831, -0.855, -0.912], [3.294, 1.303, 0.401], [2.121, -1.587, -0.107], [1.958, 0.242, -0.484], [-0.873, 1.855, 1.096], [-3.319, -0.070, 1.747], [-3.904, 1.338, 1.046], [-4.300, -0.296, 0.337], [-1.137, -0.441, -1.646], [-2.768, -1.205, -1.449], [-1.278, -1.622, -0.329], [2.960, 2.268, -0.075], [3.019, 1.287, 1.489], [4.349, 1.228, 0.267], [1.111, -2.028, -0.076], [2.501, -1.889, -1.106], [2.924, -1.873, 0.604], [1.775, 0.680, -1.927]]}



Record 3
{"formula": "C46H30F9HfIN2OPSe2", "method": "ωB97M-V/def2-TZVPD", "homo_ev": -10.33, "charge": 1, "relative_energy_ev": 0.0000, "species": ["Hf", "I", "C", "C", "C", "C", "C", "C", "C", "C", "C", "C", "H", "H", "H", "H", "H", "H", "Se", "Se", "C", "C", "C", "C", "C", "N", "C", "C", "C", "C", "C", "N", "H", "H", "H", "H", "H", "H", "H", "H", "C", "C", "C", "C", "C", "C", "P", "C", "C", "C", "C", "C", "C", "C", "C", "C", "C", "C", "C", "C", "C", "C", "C", "H", "H", "H", "H", "H", "H", "H", "H", "H", "H", "H", "H", "H", "H", "H", "H", "F", "C", "F", "F", "C", "O", "C", "F", "F", "F", "C", "F", "F", "F"], "coordinates": [[0.497, -0.827, 0.427], [3.052, -1.175, 2.190], [2.381, 0.448, 3.417], [3.269, 0.902, 4.377], [2.828, 1.815, 5.321], [1.547, 2.319, 5.257], [0.625, 1.856, 4.288], [-0.714, 2.311, 4.345], [-1.581, 1.888, 3.374], [-1.129, 1.081, 2.308], [0.148, 0.541, 2.205], [1.046, 0.913, 3.256], [4.303, 0.527, 4.386], [3.499, 2.144, 6.115], [1.215, 3.068, 5.984], [-1.032, 2.991, 5.141], [-2.631, 2.224, 3.360], [-1.915, 0.883, 1.577], [-1.024, -4.953, 0.005], [0.693, -3.647, 1.130], [-0.050, -3.448, 2.913], [-0.747, -4.430, 3.626], [-1.093, -4.131, 4.939], [-0.748, -2.895, 5.472], [-0.195, -1.951, 4.626], [0.036, -2.195, 3.330], [-1.022, -3.838, -1.562], [-1.782, -4.346, -2.623], [-1.739, -3.712, -3.849], [-0.923, -2.612, -3.989], [-0.204, -2.185, -2.892], [-0.282, -2.724, -1.659], [-0.964, -5.410, 3.183], [-1.604, -4.879, 5.559], [-0.926, -2.615, 6.519], [0.020, -0.938, 4.980], [-2.386, -5.227, -2.422], [-2.327, -4.137, -4.677], [-0.834, -2.094, -4.952], [0.469, -1.341, -2.978], [0.159, 2.904, -5.762], [0.672, 3.589, -4.682], [0.639, 3.044, -3.411], [0.075, 1.777, -3.205], [-0.565, 1.168, -4.288], [-0.391, 1.647, -5.581], [-0.189, 1.108, -1.516], [0.299, 2.451, -0.421], [-0.664, 3.366, -0.034], [-0.320, 4.327, 0.911], [0.945, 4.345, 1.467], [1.905, 3.405, 1.098], [1.598, 2.500, 0.100], [-1.978, 0.842, -1.485], [-2.779, 1.772, -2.140], [-4.164, 1.695, -2.089], [-4.755, 0.720, -1.330], [-3.979, -0.209, -0.606], [-4.609, -1.165, 0.220], [-3.839, -1.984, 0.988], [-2.427, -1.920, 0.934], [-1.744, -1.028, 0.150], [-2.555, -0.168, -0.662], [0.187, 3.354, -6.765], [1.138, 4.581, -4.794], [1.015, 3.609, -2.552], [-1.204, 0.293, -4.118], [-0.751, 1.038, -6.418], [-1.680, 3.327, -0.464], [-1.074, 5.057, 1.201], [1.230, 5.144, 2.142], [2.885, 3.384, 1.585], [2.348, 1.809, -0.311], [-2.315, 2.606, -2.681], [-4.785, 2.400, -2.656], [-5.839, 0.650, -1.278], [-5.705, -1.224, 0.237], [-4.316, -2.745, 1.625], [-1.909, -2.632, 1.570], [4.425, -3.071, -2.003], [3.221, -2.486, -1.885], [2.617, -3.117, -0.827], [2.528, -2.796, -3.002], [3.256, -0.922, -1.624], [2.179, -0.518, -0.868], [4.649, -0.562, -0.955], [5.680, -0.412, -1.821], [4.547, 0.603, -0.274], [5.059, -1.513, -0.091], [3.361, -0.231, -3.069], [4.262, -0.792, -3.904], [2.180, -0.290, -3.704], [3.699, 1.070, -2.954]]}